A structure of composition C50H56F3Ge2IrN2O4S4, computed with the ωB97M-V functional and the def2-TZVPD basis.

Results
E: -231295.3979 eV
HOMO level (spin up / spin down): -2.384 / -4.928 eV
Energy above the lowest of the compared OMol25 structures with the same formula, charge and spin: 0.0000 eV
2S+1: 6
Charge: -1
Orbital gap (spin up / spin down): 4.57 / 6.15 eV

CARTESIAN COORDINATES (ANGSTROEM)
Ir  -2.7032  -0.2451  -2.9294
C  -6.6124  2.9595  -0.6553
C  -5.5171  2.5816  0.2888
C  -4.4457  3.4343  0.5185
C  -3.4279  3.0798  1.4076
C  -2.2953  4.0359  1.6529
C  -3.4829  1.7949  2.0853
C  -4.5766  0.9357  1.8656
C  -4.7242  -0.3973  2.5546
C  -5.5803  1.3203  0.9759
C  -2.4345  1.4237  3.0638
C  -2.6147  1.9543  4.3450
C  -1.7386  1.6510  5.3685
C  -0.6809  0.7967  5.1303
C  -0.4666  0.2386  3.8638
C  -1.3365  0.5550  2.7917
Ge  -0.9585  -0.0600  0.9523
S  -2.6800  -0.2397  -0.4534
S  0.5467  -1.6242  0.4032
Ge  1.1318  -0.1013  -1.1300
S  -0.2269  -0.2328  -2.8646
S  0.2810  1.5609  0.0749
C  3.0317  0.0833  -1.6375
C  3.5208  1.3257  -2.1069
C  4.8721  1.4783  -2.4248
C  5.7522  0.4158  -2.2918
C  5.2886  -0.8130  -1.8486
C  3.9392  -0.9972  -1.5266
C  3.5286  -2.3616  -1.1044
C  3.9465  -2.8800  0.1370
C  4.7933  -2.0946  1.1057
C  3.5683  -4.1735  0.5055
C  2.7923  -4.9639  -0.3356
C  2.3884  -6.3541  0.0696
C  2.4064  -4.4642  -1.5762
C  2.7769  -3.1797  -1.9781
C  2.4192  -2.7288  -3.3705
C  2.6469  2.5137  -2.2672
C  2.5156  3.4538  -1.2262
C  3.2423  3.3213  0.0895
C  1.6770  4.5579  -1.4003
C  0.9783  4.7450  -2.5902
C  0.0713  5.9299  -2.7722
C  1.1309  3.8259  -3.6275
C  1.9649  2.7161  -3.4834
C  2.1401  1.7676  -4.6409
C  0.6791  -0.7059  3.7982
C  1.9966  -0.2423  3.9892
C  2.3462  1.2231  4.0744
C  3.0392  -1.1613  4.1205
C  2.7976  -2.5313  4.0739
C  3.9174  -3.5142  4.2782
C  1.4996  -2.9896  3.8617
C  0.4349  -2.0952  3.7313
C  -0.9627  -2.6472  3.6002
H  -6.4366  3.9507  -1.1053
H  -7.5771  2.9868  -0.1144
H  -6.6769  2.2132  -1.4648
H  -4.4057  4.3891  0.0074
H  -2.4038  4.9567  1.0572
H  -1.3347  3.5649  1.3846
H  -2.2666  4.3213  2.7198
H  -3.8963  -0.6308  3.2402
H  -4.7696  -1.1997  1.7995
H  -5.6585  -0.4079  3.1410
H  -6.4216  0.6596  0.8009
H  -3.4532  2.6090  4.5519
H  -1.8905  2.0669  6.3567
H  -0.0196  0.5536  5.9541
H  5.2452  2.4324  -2.7776
H  6.7982  0.5428  -2.5411
H  5.9867  -1.6377  -1.7653
H  5.0357  -1.0792  0.7641
H  5.7401  -2.6301  1.2897
H  4.2547  -1.9888  2.0550
H  3.8873  -4.5733  1.4581
H  2.7725  -6.6134  1.0700
H  2.7865  -7.0842  -0.6548
H  1.2887  -6.4309  0.0897
H  1.8287  -5.0956  -2.2415
H  1.8519  -3.4985  -3.9178
H  3.3441  -2.5202  -3.9358
H  1.8163  -1.8169  -3.3545
H  3.8698  2.4198  0.1492
H  2.5147  3.2791  0.9164
H  3.8942  4.1988  0.2388
H  1.5683  5.2759  -0.5951
H  0.0525  6.5681  -1.8737
H  -0.9565  5.5838  -2.9734
H  0.4186  6.5380  -3.6241
H  0.5983  3.9848  -4.5584
H  1.5336  2.0682  -5.5102
H  1.8526  0.7449  -4.3573
H  3.1993  1.7560  -4.9508
H  1.4808  1.8866  3.9366
H  3.0742  1.4703  3.2832
H  2.7985  1.4416  5.0564
H  4.0492  -0.8007  4.2826
H  4.8823  -3.0046  4.4345
H  4.0126  -4.1755  3.4060
H  3.7063  -4.1347  5.1652
H  1.3167  -4.0577  3.8351
H  -0.9668  -3.7489  3.6045
H  -1.4291  -2.3196  2.6595
H  -1.5811  -2.3013  4.4457
O  -2.7149  1.7770  -2.9272
H  -2.6991  2.3717  -2.1501
H  -2.7370  2.3730  -3.6994
O  -2.6893  -0.2438  -4.7199
F  -2.1179  -4.8931  -3.8905
C  -3.3277  -4.5116  -3.4298
F  -4.2543  -5.2028  -4.1199
F  -3.4127  -4.9040  -2.1409
C  -3.5157  -2.9731  -3.5591
O  -4.4670  -2.5941  -4.2647
O  -2.6581  -2.2659  -2.9239
N  -6.1565  0.1717  -2.7630
N  -4.8017  -0.2534  -2.9273
H  -6.8039  -0.6084  -2.6465
H  -6.4796  0.6991  -3.5717
H  -4.6997  -1.0098  -3.6276
H  -4.3769  -0.5265  -2.0121

Atomic forces in eV per Å
Ir 5.6 -0.6 0.9
C -0.4 0.1 -0.3
C -0.1 -1.6 0.8
C 0.2 -0.7 0.5
C -0.3 -1.5 0.6
C 0.3 0.1 0.2
C -0.6 1.4 -1.4
C 0.0 0.5 -0.2
C 0.0 -0.3 0.1
C 0.6 1.9 -0.5
C 0.5 -0.3 0.2
C 0.3 -0.1 -0.1
C 0.0 0.0 0.0
C -0.1 0.0 -0.1
C -0.4 0.3 0.0
C -0.2 0.1 0.9
Ge -0.7 0.3 -1.2
S -0.1 -0.1 1.6
S 0.4 -0.6 0.4
Ge -0.9 0.2 -0.4
S 0.9 0.0 -0.5
S 0.4 1.0 0.3
C 0.7 -0.1 0.0
C 0.2 -0.4 0.2
C -0.1 -0.3 0.1
C -0.1 -0.1 0.0
C -0.1 0.3 -0.2
C 0.1 0.3 -0.2
C -0.2 -0.7 0.4
C -0.1 0.1 -0.3
C 0.1 0.2 0.1
C -0.2 0.2 -0.6
C 0.1 0.1 0.2
C -0.1 -0.2 0.1
C 0.4 0.4 0.3
C -0.1 -0.3 0.0
C 0.2 0.0 -0.2
C -0.5 0.7 0.1
C 0.0 -0.1 -0.2
C 0.2 0.0 0.2
C 0.0 -0.3 -0.6
C 0.1 0.0 0.3
C -0.2 0.2 0.0
C 0.4 -0.2 0.5
C -0.3 0.2 -0.1
C 0.3 -0.1 -0.2
C 0.6 -0.5 0.0
C -0.3 -0.2 -0.1
C 0.0 0.3 -0.1
C -0.6 -0.3 0.0
C 0.1 0.2 0.0
C 0.2 -0.2 0.2
C -0.1 0.7 0.1
C 0.3 -0.2 0.1
C -0.2 0.0 0.0
H -0.1 -0.3 0.2
H 0.3 0.0 -0.4
H -0.1 0.3 0.3
H 0.0 0.1 0.0
H 0.0 -0.4 0.2
H -0.2 0.2 0.2
H 0.2 -0.1 -0.4
H -0.2 0.1 -0.3
H 0.0 0.3 0.3
H 0.3 -0.1 -0.2
H 0.0 0.0 -0.1
H -0.1 0.0 -0.2
H 0.0 0.0 0.0
H 0.1 -0.1 -0.1
H -0.2 0.1 0.0
H 0.0 0.0 0.0
H -0.1 -0.1 0.1
H -0.1 -0.4 0.0
H -0.3 0.2 0.0
H 0.2 -0.1 -0.2
H 0.0 0.0 0.0
H -0.1 0.1 -0.4
H -0.2 0.1 0.3
H 0.4 -0.1 0.0
H 0.0 0.1 -0.1
H 0.2 0.3 0.3
H -0.3 0.0 0.1
H 0.0 -0.1 -0.2
H -0.3 0.3 -0.1
H 0.3 0.0 -0.3
H -0.2 -0.3 0.0
H 0.0 0.0 0.0
H 0.0 -0.2 -0.3
H 0.3 0.3 0.0
H -0.3 -0.1 0.3
H 0.0 -0.1 0.0
H 0.2 -0.1 0.4
H 0.1 0.3 -0.1
H -0.3 -0.1 0.1
H 0.3 -0.3 0.0
H -0.2 0.0 0.3
H -0.1 0.0 -0.4
H 0.0 0.0 0.0
H -0.4 -0.2 -0.1
H 0.0 0.1 0.3
H 0.2 0.1 -0.3
H -0.1 0.0 -0.1
H 0.1 0.4 0.0
H 0.0 -0.1 0.3
H 0.1 -0.1 -0.4
O -0.3 5.0 0.2
H 0.1 -0.5 0.2
H 0.1 -0.5 0.0
O 0.2 0.3 -3.1
F -0.3 0.1 0.1
C 0.3 -0.2 0.1
F 0.3 0.2 0.2
F 0.0 0.1 -0.3
C -0.3 0.5 -0.6
O 0.8 -0.5 0.7
O -1.2 -4.0 -0.1
N -0.5 0.3 0.4
N -2.4 -0.3 0.3
H 0.4 -0.1 -0.1
H 0.5 -0.2 0.1
H -0.8 0.0 0.2
H -2.4 -0.2 0.3

A cluster of 8 separate species, C27H67BrO14P in total, computed with the ωB97M-V functional and the def2-TZVPD basis.

Results
E: -137080.1854 eV
HOMO level: -4.664 eV
Energy above the lowest of the compared OMol25 structures with the same formula, charge and spin: 3.9271 eV
Charge: -1
Orbital gap: 6.54 eV

CARTESIAN COORDINATES (ANGSTROEM)
C  3.8773  -1.0212  -2.8285
C  4.3411  -2.4462  -2.2087
O  3.2096  -3.1301  -1.5554
O  2.5144  -3.6722  -2.5983
P  1.0342  -4.3581  -2.1113
O  1.2481  -5.4355  -1.0225
O  -0.1782  -3.2763  -1.6504
C  0.2839  -1.9186  -1.4286
C  -0.9677  -0.9530  -1.8717
C  -0.5505  -0.2761  -3.2873
Br  -1.4872  0.3554  -0.4691
O  0.4240  -5.2056  -3.4913
C  -0.7795  -4.5258  -3.9929
O  -0.6646  -3.7451  -5.0070
O  -2.0434  -4.7433  -3.4400
H  3.5476  -0.3165  -1.9908
H  3.0729  -1.1321  -3.6445
H  4.8041  -0.5523  -3.3357
H  4.6224  -3.1153  -3.1031
H  5.2312  -2.3340  -1.4985
H  0.4602  -1.7068  -0.3038
H  1.1631  -1.5810  -2.0696
H  -1.8657  -1.6375  -2.1187
H  0.1467  -0.9958  -3.8707
H  -0.0424  0.7377  -3.1480
H  -1.4959  -0.1870  -3.9467
C  3.8209  -6.8369  -4.4232
C  5.1098  -6.0389  -4.5396
C  6.1818  -6.8233  -5.2807
O  5.5826  -5.7071  -3.2353
H  3.9836  -7.7630  -3.8616
H  3.0635  -6.2667  -3.8789
H  3.4246  -7.0921  -5.4096
H  4.9139  -5.0988  -5.0634
H  6.4267  -7.7484  -4.7485
H  7.1062  -6.2423  -5.3472
H  5.8555  -7.0787  -6.2924
H  5.7584  -6.5321  -2.7635
C  -3.3143  3.0902  3.5461
C  -3.6871  2.7356  2.1149
C  -5.1654  2.9758  1.8524
O  -3.3792  1.3657  1.8706
H  -3.8686  2.4726  4.2587
H  -2.2515  2.9019  3.7242
H  -3.5239  4.1422  3.7594
H  -3.0886  3.3323  1.4203
H  -5.7843  2.3529  2.5069
H  -5.4217  2.7060  0.8247
H  -5.4309  4.0236  2.0152
H  -3.9037  0.8289  2.4801
C  7.3676  1.5767  0.2382
C  7.3622  0.4771  -0.8120
C  8.6727  0.4411  -1.5827
O  6.2840  0.6938  -1.7204
H  7.4908  2.5604  -0.2267
H  6.4162  1.5988  0.7761
H  8.1738  1.4293  0.9604
H  7.1921  -0.4902  -0.3305
H  8.8412  1.3855  -2.1108
H  8.6505  -0.3461  -2.3414
H  9.5188  0.2593  -0.9145
H  6.4247  1.5474  -2.1519
C  -5.1075  2.8575  8.6009
C  -4.4320  3.1004  7.2603
C  -4.2508  4.5864  6.9930
O  -5.2203  2.5242  6.2211
H  -6.1047  3.3093  8.6233
H  -5.2416  1.7864  8.7747
H  -4.5174  3.2739  9.4216
H  -3.4584  2.6026  7.2437
H  -5.2184  5.0980  6.9598
H  -3.7750  4.7464  6.0221
H  -3.6351  5.0544  7.7658
H  -6.0844  2.9578  6.2269
C  10.2690  4.1844  3.2392
C  9.0474  4.5826  2.4257
C  8.4520  5.8898  2.9249
O  8.0658  3.5522  2.5094
H  10.0054  4.0334  4.2911
H  10.6796  3.2379  2.8771
H  11.0485  4.9487  3.1812
H  9.3241  4.6832  1.3724
H  8.1255  5.7979  3.9659
H  7.5687  6.1578  2.3389
H  9.1771  6.7053  2.8574
H  7.8139  3.4549  3.4378
C  -6.1453  -4.8191  -1.8532
C  -6.0221  -3.3541  -2.2429
C  -6.4983  -3.1185  -3.6682
O  -4.6646  -2.9461  -2.1243
H  -5.5295  -5.4487  -2.5031
H  -5.7889  -4.9757  -0.8315
H  -7.1831  -5.1595  -1.9182
H  -6.6083  -2.7393  -1.5529
H  -5.8948  -3.6897  -4.3805
H  -6.3933  -2.0641  -3.9386
H  -7.5467  -3.4079  -3.7875
H  -4.1341  -3.4848  -2.7326
C  -9.4118  2.3737  -0.4474
C  -9.1517  3.0343  0.8972
C  -10.4000  3.7231  1.4266
O  -8.1041  3.9916  0.7601
H  -9.7082  3.1157  -1.1962
H  -8.5039  1.8929  -0.8210
H  -10.2005  1.6205  -0.3715
H  -8.8134  2.2830  1.6164
H  -10.7306  4.5117  0.7427
H  -10.1954  4.2030  2.3876
H  -11.2183  3.0103  1.5587
H  -8.3931  4.6613  0.1256

Atomic forces in eV per Å
C 0.8 -0.2 0.1
C -0.5 0.6 -1.9
O 2.6 1.5 1.9
O -3.7 -1.3 -2.2
P -1.4 -5.0 2.1
O -0.1 3.5 -2.8
O 3.6 -0.3 -1.2
C -1.6 2.4 0.9
C 0.9 -1.5 -2.2
C -0.7 -0.3 -0.1
Br 0.3 -0.8 -0.8
O 0.2 3.4 2.5
C -6.7 2.2 -2.1
O 1.2 -2.5 3.2
O 6.5 0.0 -1.4
H 0.3 -1.0 -1.3
H 1.1 0.0 1.5
H -1.5 -0.7 0.9
H -0.1 0.9 1.6
H -1.7 -0.3 -0.7
H 0.0 -0.8 -1.8
H -1.0 -0.9 1.0
H 1.4 1.2 0.9
H -1.1 1.1 1.1
H -0.7 -1.4 -0.2
H 1.6 0.2 1.1
C -0.3 0.2 0.0
C -0.1 -0.7 0.2
C 0.2 0.2 -0.2
O 0.2 0.3 0.0
H 0.1 0.0 -0.1
H 0.1 0.0 -0.1
H 0.0 0.0 0.1
H 0.1 0.0 0.2
H -0.2 0.0 0.0
H -0.1 0.0 0.0
H 0.0 0.0 0.1
H -0.2 0.2 -0.1
C 0.3 0.0 0.1
C -0.4 -0.3 0.5
C 0.0 0.1 -0.3
O 0.2 0.1 -0.1
H -0.1 0.1 -0.1
H 0.0 0.1 -0.1
H 0.0 -0.1 0.0
H 0.0 -0.2 -0.1
H 0.1 0.1 0.1
H 0.1 0.1 0.1
H -0.1 -0.1 0.0
H 0.1 0.1 -0.1
C -0.1 -0.2 0.2
C 0.2 0.7 -0.2
C 0.1 -0.3 -0.1
O -0.1 -0.2 0.0
H 0.1 -0.1 0.0
H 0.1 0.0 0.0
H -0.1 0.1 0.0
H -0.2 0.1 -0.2
H 0.0 0.0 0.1
H 0.0 0.0 0.1
H 0.0 0.0 -0.1
H 0.0 -0.2 0.1
C 0.1 -0.3 0.2
C -0.6 0.4 0.1
C 0.3 0.1 -0.2
O 0.0 -0.2 0.0
H 0.1 0.1 0.0
H 0.1 0.1 0.0
H -0.1 0.0 0.0
H -0.2 -0.1 -0.2
H 0.0 -0.1 0.1
H 0.0 -0.1 0.1
H -0.1 0.0 0.0
H 0.2 -0.1 0.0
C 0.3 -0.1 -0.1
C -0.1 0.0 0.7
C -0.1 0.2 -0.2
O 0.0 -0.1 -0.2
H 0.0 0.1 0.0
H 0.0 0.1 0.0
H 0.0 -0.1 0.0
H -0.2 -0.2 0.0
H 0.1 0.0 0.0
H 0.1 0.0 0.0
H -0.1 0.0 0.0
H 0.1 0.0 -0.2
C -0.1 -0.2 0.2
C 0.6 -0.4 -0.4
C -0.2 0.2 -0.1
O -0.2 0.2 0.1
H -0.1 0.1 0.0
H -0.1 0.1 -0.1
H 0.0 0.0 0.0
H 0.2 0.1 0.0
H 0.0 -0.1 0.1
H 0.0 -0.1 0.1
H 0.0 0.0 0.0
H 0.3 0.0 0.1
C 0.1 -0.3 -0.1
C -0.3 0.4 -0.5
C -0.1 0.0 0.3
O 0.2 0.0 0.2
H -0.1 0.0 0.1
H -0.1 0.0 0.1
H 0.0 0.1 0.0
H 0.2 0.2 0.0
H 0.0 -0.1 -0.1
H 0.0 -0.1 -0.1
H 0.0 0.1 0.0
H 0.0 -0.2 0.1

| no. | largest force on an atom (eV Å⁻¹) |
| --- | --- |
| 1 | 5.7 |
| 2 | 7.4 |